[1]
# C5H7NO

A cluster of 2 separate species, C5H7NO in total (ωB97M-V/def2-TZVPD, the OMol25 dataset).

As for the energy relative to the best compared isomer or geometry (same formula, charge and spin): 659.3 kJ/mol. The net charge is 0. The LUMO energy comes out at 0.0271 Eh. The calculation puts the HOMO-LUMO gap at 9.7 eV.

The geometry in XYZ format:
```
14
C5H7NO (ωB97M-V/def2-TZVPD)
C 2.33 -0.06 0.18
N 1.09 0.66 -0.09
C 0.00 0.24 0.57
O -0.24 -1.10 0.58
C -0.95 -0.56 -0.61
C -2.31 -0.26 -0.08
C -1.26 0.80 0.19
H 2.96 0.02 -0.71
H 2.88 0.39 1.01
H 2.18 -1.12 0.40
H 0.31 0.01 -1.09
H -2.69 -0.86 0.74
H -3.04 0.07 -0.81
H -1.26 1.77 -0.29
```

=====

[2]
# C5H7NO

An isolated molecule of C5H7NO (ωB97M-V/def2-TZVPD, the OMol25 dataset).

As for the energy relative to the best compared isomer or geometry (same formula, charge and spin): 116.0 kJ/mol. The net charge is 0. The LUMO energy comes out at 0.0358 Eh. The calculation puts the HOMO-LUMO gap at 8.8 eV.

The geometry in XYZ format:
```
14
C5H7NO (ωB97M-V/def2-TZVPD)
C 0.66 -1.54 0.84
C 0.69 -0.21 0.14
C -0.29 0.26 -0.69
N -0.92 -0.46 -1.72
C -0.48 1.64 -0.35
C 0.44 1.90 0.62
O 1.15 0.81 0.92
H 0.37 -2.36 0.18
H 1.58 -1.83 1.36
H -0.11 -1.42 1.60
H -1.94 -0.45 -1.66
H -0.59 -1.42 -1.75
H -1.27 2.30 -0.66
H 0.71 2.78 1.18
```

=====

[3]
# C5H7NO

An isolated molecule of C5H7NO (ωB97M-V/def2-TZVPD, the OMol25 dataset).

As for the energy relative to the best compared isomer or geometry (same formula, charge and spin): 133.9 kJ/mol. The net charge is 0. The LUMO energy comes out at 0.0360 Eh. The calculation puts the HOMO-LUMO gap at 10.8 eV.

The geometry in XYZ format:
```
14
C5H7NO (ωB97M-V/def2-TZVPD)
N 1.75 -1.72 0.52
C 1.00 -0.76 0.20
O 1.40 0.34 -0.51
C 0.46 1.39 -0.29
C -0.86 0.74 0.09
C -1.41 -0.52 -0.56
C -0.44 -0.62 0.58
H 2.69 -1.53 0.20
H 0.52 2.07 -1.15
H 0.71 1.90 0.66
H -1.51 1.41 0.64
H -1.13 -0.77 -1.58
H -2.41 -0.88 -0.30
H -0.77 -1.06 1.50
```

=====

no.,HOMO level (eV)
1,-8.95
2,-7.81
3,-9.86